(1)
Formula: C53H103F3N4O14P
Source: the Open Molecules 2025 dataset
Level of theory: ωB97M-V/def2-TZVPD

Summary:
- Kohn-Sham gap (eV) = 7.143
- net charge = +1
- 2S+1 = 1

Last column: Mulliken charge in e.
Atoms and positions in Å:
P (3.625, 0.979, 1.641)  0.975
F (0.440, -2.751, 0.652)  -0.262
F (3.584, -1.139, -0.687)  -0.330
F (2.481, 1.709, 4.758)  -0.427
O (4.054, 1.228, 11.959)  -0.351
O (2.470, -2.824, 1.116)  -0.371
O (6.050, 1.668, 6.716)  -0.335
O (4.819, -0.177, 1.623)  -0.611
O (-7.042, 5.289, -4.149)  -0.268
O (-2.705, -2.329, -6.394)  -0.340
O (-0.100, 2.123, 4.308)  -0.500
O (4.156, 2.125, 2.708)  -0.366
O (2.047, 0.118, -1.322)  -0.250
O (3.785, 1.738, 0.393)  -0.716
O (-4.177, 2.485, 4.303)  -0.266
O (3.450, -9.714, -11.416)  -0.300
O (0.075, -5.581, -9.767)  -0.292
O (-3.524, 2.790, -2.564)  -0.389
N (-1.603, 1.371, 2.917)  0.103
N (1.686, -0.643, 0.854)  1.390
N (1.719, -0.283, 3.445)  1.874
N (-2.580, -0.850, 6.062)  -0.612
C (5.183, -11.249, -10.908)  -0.561
C (0.709, 1.375, 1.872)  1.774
C (-0.761, -1.123, 2.822)  -1.070
C (-3.333, 2.369, -3.924)  -0.322
C (3.680, -10.525, -12.576)  -0.470
C (1.129, 2.909, 2.145)  -2.382
C (-2.083, -0.659, -2.066)  -0.637
C (4.034, -0.046, 4.795)  -1.392
C (-3.460, -2.708, -7.552)  -0.530
C (2.388, -0.485, -0.402)  -0.026
C (-2.487, -3.372, -8.512)  -0.527
C (3.723, 2.567, 12.352)  -0.404
C (-1.127, -0.591, -0.795)  0.507
C (-3.895, 4.175, -2.555)  -0.226
C (5.063, -11.133, -12.418)  -0.562
C (0.664, 4.924, 0.530)  -1.667
C (-3.889, 3.473, -4.806)  -0.545
C (-1.176, -0.691, -3.357)  -0.981
C (4.014, 1.313, 14.328)  -0.562
C (-1.414, -2.952, -6.454)  -0.404
C (-8.265, 5.471, -4.877)  -0.507
C (-0.772, -6.529, -10.430)  -0.391
C (-0.165, 1.145, 3.233)  -1.245
C (1.911, 0.245, 2.028)  0.036
C (-0.095, 1.570, 0.550)  -1.387
C (-0.323, -0.883, 5.123)  -0.027
C (4.461, -9.997, -10.440)  -0.451
C (1.700, 3.793, 0.975)  0.883
C (1.602, -2.072, 0.917)  0.129
C (-3.647, 4.706, -3.955)  -0.546
C (5.717, 3.010, 7.109)  -0.238
C (-8.420, 6.777, -2.920)  -0.614
C (1.373, -7.499, -10.280)  -0.196
C (0.141, -7.495, -11.166)  -0.683
C (-4.007, 3.469, 5.334)  -0.307
C (-7.166, 5.922, -2.867)  -0.402
C (-1.481, -3.991, -7.559)  -0.208
C (3.227, 2.493, 13.785)  -0.553
C (-9.291, 5.998, -3.888)  -0.539
C (-6.187, 3.732, 4.471)  -0.569
C (1.429, -6.054, -9.816)  -0.548
C (2.987, 4.631, 1.404)  -1.252
C (6.057, 0.832, 7.883)  -0.410
C (2.534, 0.330, 4.579)  -0.095
C (-5.421, 2.727, 3.628)  -0.490
C (4.066, 0.390, 13.124)  -0.425
C (-5.062, 4.536, 5.100)  -0.606
C (6.002, 1.756, 9.086)  -0.336
C (-1.289, 0.761, -0.030)  -1.287
C (5.217, 2.935, 8.541)  -0.575
C (-1.571, -0.173, 5.737)  -0.585
C (2.096, -1.719, 3.771)  -1.175
C (0.223, -0.302, 3.785)  -0.401
H (-8.875, 6.925, -1.940)  0.346
H (-2.605, 5.027, -4.054)  0.346
H (5.821, -10.442, -12.798)  0.267
H (3.877, 4.325, 0.818)  0.214
H (-2.257, 2.237, -4.085)  0.132
H (-3.938, -1.825, -7.980)  0.273
H (-1.606, 2.344, 2.596)  0.549
H (4.652, -12.139, -10.561)  0.271
H (1.971, 3.301, 0.026)  0.320
H (-5.350, 5.056, 6.013)  0.354
H (1.890, -5.946, -8.832)  0.278
H (-7.254, 5.134, -2.111)  0.262
H (2.193, -1.950, 4.846)  0.504
H (-0.305, -8.479, -11.305)  0.348
H (4.659, 0.874, 4.847)  0.207
H (-1.520, -1.400, -0.127)  0.282
H (-0.659, -0.885, 1.754)  -0.735
H (3.384, 3.419, 14.338)  0.335
H (-0.191, 4.487, -0.037)  0.172
H (-8.186, 7.760, -3.339)  0.278
H (-0.133, -0.916, -1.135)  -0.556
H (-2.154, 1.414, 3.773)  0.281
H (4.539, -0.696, 4.063)  0.298
H (6.212, -11.305, -10.552)  0.329
H (2.975, 2.975, 11.668)  0.300
H (-0.591, -2.232, 2.885)  0.384
H (-6.268, 6.507, -2.657)  0.296
H (-1.801, -1.033, 3.197)  0.840
H (-2.967, -4.091, -9.174)  0.323
H (6.626, 3.616, 7.037)  0.292
H (3.240, 4.503, 2.479)  0.185
H (-1.875, -4.933, -7.164)  0.221
H (-0.678, -2.174, -6.684)  0.276
H (-6.883, 4.333, 3.886)  0.341
H (5.024, 1.634, 14.597)  0.268
H (-1.608, 0.926, 5.927)  0.372
H (-6.753, 3.213, 5.249)  0.249
H (-8.565, 4.524, -5.328)  0.266
H (4.147, 2.707, 8.553)  0.175
H (3.185, -0.259, 13.081)  0.273
H (-1.810, -0.946, -4.236)  0.300
H (-4.289, 5.549, -4.210)  0.306
H (-2.669, -1.609, -2.011)  0.289
H (-3.414, 3.515, -5.786)  0.373
H (3.561, 0.847, 15.202)  0.339
H (-2.159, 0.609, 0.650)  -0.054
H (0.337, 5.429, 1.467)  0.393
H (5.374, 3.861, 9.094)  0.421
H (0.226, 3.506, 2.421)  0.978
H (-0.698, -1.926, 4.987)  0.262
H (-3.295, -0.226, 6.448)  0.348
H (-1.455, -6.002, -11.100)  0.304
H (6.949, 0.204, 7.877)  0.304
H (2.812, 5.723, 1.267)  0.447
H (-3.828, 1.410, -4.085)  0.284
H (4.959, -0.237, 13.114)  0.266
H (1.212, -8.161, -9.424)  0.205
H (-4.692, 5.277, 4.387)  0.279
H (-10.068, 6.597, -4.361)  0.333
H (5.173, 0.184, 7.840)  0.197
H (-4.150, 2.973, 6.301)  0.270
H (-1.171, -3.386, -5.482)  0.270
H (3.592, -9.911, -13.474)  0.275
H (-4.963, 3.330, -4.953)  0.212
H (-2.843, 0.153, -2.062)  0.361
H (5.174, -12.082, -12.942)  0.335
H (-8.076, 6.193, -5.677)  0.299
H (-0.631, 2.536, 0.737)  0.405
H (-4.241, -3.406, -7.231)  0.280
H (-1.995, -2.615, -9.129)  0.243
H (1.392, -2.496, 3.414)  0.409
H (-2.990, 3.868, 5.296)  0.172
H (7.011, 2.075, 9.358)  0.250
H (-1.363, -7.045, -9.665)  0.244
H (0.373, -0.995, 5.987)  0.501
H (2.157, 2.264, 13.800)  0.260
H (1.829, 3.052, 2.987)  0.480
H (-0.514, -4.192, -8.013)  0.116
H (5.130, 2.126, 2.639)  0.391
H (-9.770, 5.164, -3.368)  0.263
H (4.972, 3.418, 6.423)  0.185
H (-3.313, 4.705, -1.797)  0.239
H (-5.193, 3.132, 2.636)  0.283
H (2.279, -7.818, -10.790)  0.178
H (0.506, 1.846, -0.346)  0.683
H (3.048, -2.045, 3.297)  0.343
H (-1.743, 1.432, -0.811)  0.516
H (1.190, 5.688, -0.086)  0.531
H (2.907, -11.299, -12.605)  0.281
H (-5.959, 1.786, 3.503)  0.285
H (0.394, -7.093, -12.151)  0.278
H (4.631, 3.175, 12.277)  0.254
H (3.999, -10.120, -9.459)  0.289
H (4.220, -0.527, 5.785)  0.228
H (5.141, -9.139, -10.400)  0.292
H (1.978, -5.430, -10.529)  0.288
H (5.544, 1.290, 9.959)  0.135
H (-0.420, -1.498, -3.247)  0.474
H (-4.954, 4.238, -2.289)  0.107
H (4.458, -1.034, 1.919)  0.395
H (0.146, 1.758, 5.168)  0.593
H (-0.730, 0.320, -3.469)  0.095
H (2.097, 0.050, 5.567)  0.660



(2)
Formula: C53H107CaCl22F12N7O15S4
Source: the Open Molecules 2025 dataset
Level of theory: ωB97M-V/def2-TZVPD

Summary:
- Kohn-Sham gap (eV) = 10.538
- net charge = 0
- 2S+1 = 1

Last column: Mulliken charge in e.
Atoms and positions in Å:
Ca (-1.997, 0.096, -1.982)  3.464
Cl (9.373, 0.870, 3.798)  -0.201
Cl (5.465, 7.206, 1.738)  -0.194
Cl (7.638, 0.055, 1.078)  -0.169
Cl (5.294, 0.650, -2.569)  -0.265
Cl (-1.873, 8.410, -0.939)  -0.184
Cl (2.217, -5.690, 7.047)  -0.228
Cl (0.114, 0.166, 6.554)  -0.188
Cl (-3.662, 4.911, 0.858)  0.022
Cl (3.379, 5.705, -0.330)  0.142
Cl (5.206, -2.684, 0.045)  -0.111
Cl (6.396, 3.946, -5.524)  -0.199
Cl (7.175, 3.770, -0.055)  -0.211
Cl (4.509, -2.154, 3.785)  -0.282
Cl (4.774, 2.396, 1.518)  0.351
Cl (4.107, 1.157, 4.841)  -0.253
Cl (-1.091, 3.562, 4.311)  -0.045
Cl (-4.190, -3.472, 3.315)  -0.156
Cl (-6.711, 7.456, 2.612)  -0.214
Cl (-1.849, -3.310, 5.436)  -0.132
Cl (-0.435, -6.518, 5.257)  -0.165
Cl (1.102, 9.063, 0.791)  -0.212
Cl (3.966, 5.608, -4.309)  -0.191
S (-1.957, 1.840, -5.627)  0.782
S (0.874, -1.371, 0.272)  -0.372
S (-4.137, 1.682, -3.771)  1.279
S (-0.982, 0.617, 0.934)  1.842
F (0.819, 2.109, 2.037)  0.117
F (-5.531, 1.413, -6.066)  -0.213
F (-5.278, -0.291, -4.783)  -0.155
F (-0.680, 3.140, 1.014)  0.033
F (1.233, -3.647, 1.491)  -0.076
F (-3.473, 0.643, -7.210)  -0.207
F (-6.611, 1.320, -4.249)  -0.225
F (-1.800, -0.626, -6.536)  -0.187
F (-1.459, 0.855, -8.073)  -0.200
F (-0.569, -3.373, 0.270)  -0.052
F (0.870, 2.097, -0.089)  -0.159
F (-0.463, -2.578, 2.215)  -0.529
O (-1.043, 0.127, 2.282)  -0.220
O (1.112, -2.739, -4.135)  -0.089
O (1.377, -1.972, -0.897)  -0.132
O (0.382, -5.589, -2.537)  0.078
O (-0.584, 1.828, -5.262)  -0.582
O (-3.823, -1.324, -0.815)  0.458
O (1.715, -0.690, 1.219)  0.051
O (-4.411, 3.056, -3.716)  -0.638
O (-4.222, 0.903, -2.509)  -0.714
O (2.722, 4.999, 4.497)  -0.617
O (-5.400, 0.602, 0.435)  -0.307
O (-1.097, 6.634, 3.674)  -0.099
O (-2.541, 3.038, -6.164)  -0.586
O (0.077, -0.230, -3.017)  1.943
O (-2.151, 1.102, 0.256)  -0.461
N (3.539, -6.707, 2.581)  -0.551
N (-2.088, -6.396, -1.421)  -0.595
N (-2.782, 1.189, -4.407)  -0.504
N (-0.390, -0.462, -0.145)  -1.354
N (-2.205, -2.098, -3.214)  -0.918
N (-6.602, -4.793, -1.697)  -0.545
N (-1.314, 2.649, -2.096)  0.172
C (-2.156, 0.627, -6.943)  0.404
C (-3.255, -6.453, 0.908)  -0.479
C (1.117, -5.977, 4.605)  0.354
C (-5.181, 1.353, 1.605)  -0.355
C (-1.070, -7.182, 1.874)  -0.906
C (5.644, 7.062, 0.017)  0.300
C (3.245, -6.994, -0.005)  0.530
C (0.228, 7.530, 0.755)  0.845
C (7.868, -0.190, 3.760)  -0.102
C (5.932, 3.820, -3.842)  -0.044
C (-1.369, 5.791, -4.231)  -1.098
C (0.073, 2.079, 0.986)  -0.546
C (-2.355, -3.102, -3.723)  0.132
C (6.261, 2.780, 2.372)  0.227
C (-7.329, -4.524, -0.841)  0.403
C (-2.227, -6.177, 2.020)  0.698
C (2.451, -2.886, -4.483)  -0.616
C (3.744, -8.371, -0.489)  -0.674
C (-0.184, 5.815, -3.275)  -0.401
C (-3.161, -2.001, 3.510)  1.570
C (-1.260, 7.736, 0.660)  0.153
C (-2.652, -6.377, -0.431)  0.177
C (-5.223, 6.453, 2.454)  -0.176
C (1.254, 0.593, -3.062)  -0.391
C (-0.643, 7.859, 4.161)  -0.758
C (4.411, 4.054, -3.634)  0.004
C (0.238, -2.820, 1.150)  -0.155
C (-7.550, -2.277, 0.140)  0.245
C (2.639, 5.305, 3.113)  0.700
C (7.803, -1.000, 2.521)  -0.083
C (2.964, -1.149, 3.967)  0.305
C (-0.947, 3.730, -2.004)  -0.180
C (2.943, -9.650, -0.031)  -1.088
C (-4.720, 6.355, 0.981)  -0.640
C (0.672, -6.112, -3.862)  -0.686
C (-4.528, -3.990, -5.832)  -1.326
C (-2.509, -4.419, -4.349)  -0.258
C (-0.576, 5.124, -1.929)  0.063
C (4.714, -0.417, -1.270)  1.550
C (4.347, 7.154, -0.758)  -0.698
C (3.446, -6.857, 1.455)  0.200
C (-3.482, -2.553, -0.150)  0.631
C (5.431, -1.679, -1.416)  -0.565
C (-2.797, -1.909, 4.975)  0.089
C (-7.982, -3.773, 0.228)  -0.685
C (-5.426, 0.983, -4.821)  0.393
C (3.120, 0.270, 3.575)  1.911
C (-0.660, 2.607, 5.752)  -0.680
C (-7.945, -1.627, -1.181)  -1.196
C (6.982, 3.933, 1.748)  -0.329
C (-3.999, -4.803, -4.696)  -0.024
C (1.663, -4.938, 5.477)  -0.055
C (0.040, 1.357, 5.274)  1.330
H (1.653, -6.484, -3.861)  0.219
H (-4.719, -4.563, -3.897)  0.008
H (2.264, -1.617, 3.293)  -0.821
H (3.791, -6.188, -0.500)  0.161
H (-4.111, -5.742, 0.869)  -0.027
H (3.735, -8.401, -1.583)  0.351
H (-9.060, -3.846, 0.176)  0.421
H (0.366, 6.969, 1.644)  -0.381
H (-5.099, 1.089, -0.355)  0.055
H (-3.689, -1.780, 5.582)  0.488
H (-0.484, -5.947, -2.225)  0.244
H (-2.243, -2.191, 2.906)  -1.177
H (6.850, 1.854, 2.303)  -0.995
H (1.761, -6.852, 4.438)  0.481
H (1.012, 1.578, -2.791)  0.028
H (1.043, 1.607, 4.974)  -0.248
H (-2.110, -1.046, 5.078)  -0.405
H (0.633, 6.961, -0.034)  -0.361
H (0.245, 5.242, -1.202)  -0.208
H (7.837, -0.905, 4.622)  0.419
H (2.538, -4.518, 5.002)  0.157
H (2.243, 6.381, 3.020)  0.048
H (-3.773, -7.378, 1.083)  0.592
H (-8.997, -1.752, -1.320)  0.430
H (1.872, 4.649, 2.608)  -0.251
H (6.537, 4.902, 1.996)  0.006
H (8.794, -1.414, 2.421)  0.462
H (6.272, 2.822, -3.480)  -0.005
H (-0.543, 0.883, 4.474)  -0.833
H (-0.069, -6.891, -4.099)  0.317
H (-0.132, 7.809, 5.101)  0.342
H (1.003, -4.119, 5.772)  0.089
H (6.083, 3.034, 3.430)  0.527
H (-1.878, 4.796, -4.359)  0.202
H (-4.264, 7.252, 0.606)  0.301
H (-4.314, -0.783, -0.130)  -0.142
H (3.802, 8.076, -0.517)  0.250
H (3.135, -2.156, -4.036)  0.019
H (-3.076, -2.538, 0.869)  -0.650
H (4.766, -8.432, -0.112)  0.365
H (6.442, 4.633, -3.233)  0.204
H (-1.184, 6.190, -5.200)  0.421
H (2.240, -6.865, -0.265)  -0.153
H (-3.700, -1.156, 3.186)  -0.136
H (-1.981, -4.292, -5.289)  0.435
H (7.978, 3.902, 2.215)  0.361
H (6.905, -1.659, 2.430)  -0.156
H (0.027, 3.272, 6.297)  0.315
H (-1.559, 2.403, 6.373)  0.375
H (-6.500, -2.278, 0.322)  -0.394
H (-1.552, 8.424, 1.452)  0.503
H (2.882, 4.055, 4.592)  0.260
H (-1.380, 5.618, -1.426)  -0.033
H (-2.631, -6.245, 3.044)  0.539
H (-7.518, -4.019, 1.170)  0.279
H (-7.923, -1.721, 0.997)  0.488
H (4.291, 4.054, -2.572)  -0.059
H (-2.152, 6.354, -3.700)  0.284
H (3.460, -10.583, -0.301)  0.342
H (3.816, 3.307, -4.147)  0.338
H (6.528, -1.415, -1.611)  0.387
H (-5.558, 5.470, 2.796)  0.223
H (-4.319, -3.232, -0.070)  0.072
H (2.163, 0.641, 3.506)  -1.044
H (3.660, 5.233, 2.695)  -0.158
H (-1.482, 8.555, 4.236)  0.275
H (-5.605, -4.123, -5.783)  0.411
H (2.619, -1.318, 4.985)  0.574
H (2.009, 0.217, -2.373)  -0.763
H (1.947, -9.548, -0.531)  0.232
H (-4.211, 1.839, 1.639)  -0.102
H (0.301, -1.115, -3.370)  -0.603
H (-2.061, -5.125, -3.686)  -0.237
H (2.638, -2.868, -5.561)  0.351
H (-1.758, 6.789, 0.761)  -0.407
H (-1.905, -5.109, 1.951)  -0.656
H (0.968, -5.495, 3.605)  -0.571
H (4.483, 7.107, -1.815)  0.288
H (7.071, 0.524, 3.892)  -0.092
H (-0.167, -6.868, 2.491)  -0.138
H (0.050, 6.884, -3.064)  0.359
H (6.045, 6.023, -0.142)  -0.438
H (-0.838, 5.925, 4.282)  0.128
H (2.758, -9.702, 1.018)  0.342
H (-4.337, -2.908, -5.821)  0.196
H (0.711, 5.303, -3.602)  0.292
H (-1.369, -8.168, 2.209)  0.329
H (-3.918, -5.896, -4.869)  0.408
H (-0.574, -7.272, 0.891)  0.255
H (0.586, -5.213, -4.554)  0.111
H (-5.959, 2.127, 1.619)  0.351
H (-2.761, -3.090, -0.775)  -0.300
H (-7.669, -0.608, -1.084)  0.291
H (2.830, -3.798, -4.064)  0.281
H (4.859, -0.003, -0.294)  -0.279
H (3.556, 0.410, 2.589)  -0.454
H (-5.650, 6.062, 0.367)  0.336
H (-4.379, 6.796, 3.101)  0.172
H (0.071, 8.272, 3.427)  0.203
H (-7.328, -2.117, -1.883)  0.285
H (5.039, -2.256, -2.231)  0.270
H (-5.287, 0.705, 2.477)  0.220
H (3.652, -0.527, -1.361)  -1.064
H (1.763, 0.560, -4.006)  0.334
H (6.310, 7.850, -0.359)  0.449
H (-4.136, -4.344, -6.763)  0.389
H (0.942, -3.248, -3.379)  -0.070